No. 1
Computed, not measured: a 2-piece molecular cluster, ClH2NO2Si overall, with ωB97M-V/def2-TZVPD.

Calculated values
SMILES string   O=[SiH2].O=NCl

Each line ends with the Mulliken charge.
Cartesian coordinates (Å):
N  3.08  2.14  -3.94  0.314
O  3.18  3.01  -3.18  -0.172
O  1.87  0.52  0.00  -0.399
Si  0.45  0.05  0.18  0.520
Cl  1.52  2.11  -4.87  -0.141
H  0.05  -1.20  0.83  -0.060
H  -0.73  0.74  -0.30  -0.063

***

No. 2
Computed, not measured: C5H8FKO4 as an isolated structure, with ωB97M-V/def2-TZVPD.

Each line ends with the Mulliken charge.
Cartesian coordinates (Å):
C  -2.02  -0.34  1.78  -0.302
O  -1.61  -0.24  0.47  -0.762
C  -3.39  0.30  2.03  -1.081
H  -2.08  -1.40  2.12  0.195
H  -1.30  0.15  2.48  0.175
H  -3.69  0.20  3.09  0.357
H  -3.37  1.37  1.78  0.264
H  -4.16  -0.18  1.41  0.249
C  2.86  0.15  -1.89  0.626
O  1.62  0.13  -2.30  -0.396
C  0.67  -0.31  -1.06  0.392
C  1.70  -0.05  0.03  -0.316
O  2.97  -0.14  -0.61  -0.327
O  3.83  0.26  -2.62  -0.649
F  0.47  -1.67  -1.23  -0.233
H  -0.21  0.26  -1.38  0.332
H  1.58  0.96  0.44  0.233
H  1.67  -0.81  0.82  0.268
K  4.47  1.36  -5.36  0.977

***

No. 3
Computed, not measured: C5H20FMgO5 as an isolated structure, with ωB97M-V/def2-TZVPD.

Calculated values
Total charge   +1

Each line ends with the Mulliken charge.
Cartesian coordinates (Å):
Mg  -1.53  -0.81  0.49  1.032
F  -0.18  0.50  0.39  -0.655
C  2.04  0.93  3.06  -0.472
O  2.13  1.35  1.70  -0.423
H  3.01  0.59  3.42  0.267
H  1.65  1.76  3.66  0.254
H  1.31  0.12  3.18  0.041
H  1.33  1.03  1.26  0.365
C  -3.42  1.59  -0.45  -0.694
O  -2.80  0.32  -0.79  -0.225
H  -2.67  2.26  -0.03  0.270
H  -3.90  2.04  -1.31  0.328
H  -4.19  1.37  0.29  0.282
H  -2.81  0.19  -1.74  0.256
C  0.83  -2.37  1.72  -0.662
O  -0.59  -2.16  1.67  -0.244
H  1.38  -1.76  1.01  0.232
H  1.20  -2.14  2.72  0.323
H  1.11  -3.40  1.48  0.330
H  -1.04  -2.83  2.19  0.274
C  1.70  2.01  -2.47  -0.634
O  1.78  2.15  -1.07  -0.424
H  2.40  2.65  -3.02  0.284
H  1.96  1.01  -2.85  0.215
H  0.69  2.23  -2.81  0.253
H  0.88  2.00  -0.76  0.264
C  -0.14  -1.52  -1.99  -0.525
O  -1.28  -1.95  -1.16  -0.445
H  0.79  -1.70  -1.44  0.235
H  -0.05  -2.07  -2.92  0.402
H  -0.28  -0.47  -2.17  0.178
H  -1.28  -2.91  -1.23  0.317

***

Calculated max |F| (eV/Å), listed in the same order as above: 2.30 2.42 2.00
Calculated relative energy (zero: lowest compared OMol25 entry of this formula, charge and spin) (kcal per mole), listed in the same order as above: 48.00 78.06 11.47
Calculated HOMO energy (eV), listed in the same order as above: -10.6 -4.9 -11.8